Computed, not measured: a cluster of 11 separate species, C64H136F24N11O21S8 in total, with wB97M-V/def2-TZVPD.

For the frontier orbital gap, the calculation gives 0.25196 Eh.

```
! RIJCOSX wB97M-V def2-TZVPD def2/J DEFGRID3
* xyz 3 1
C -7.4110 -3.5965 -3.7596
C -8.1362 -2.5420 -2.8286
N -7.0864 -1.6314 -2.0634
C -6.2843 -2.4866 -1.0521
C -5.9335 -1.1373 -3.0212
C -6.4197 -0.2508 -4.1308
C -7.8387 -0.4504 -1.3908
C -7.1179 0.6650 -0.6839
O -6.1490 0.1831 0.1788
C -5.3321 1.2132 0.6766
H -6.7765 -3.1339 -4.5156
H -8.0760 -4.2670 -4.3039
H -6.8426 -4.3059 -3.1581
H -8.8111 -3.0381 -2.1311
H -8.7138 -1.7701 -3.3372
H -5.7471 -3.3541 -1.4353
H -7.0361 -2.8788 -0.3671
H -5.5989 -1.7953 -0.5617
H -5.2332 -1.9000 -3.3619
H -5.3480 -0.5199 -2.3400
H -7.1363 -0.7739 -4.7640
H -5.5920 0.0174 -4.7874
H -6.9496 0.5868 -3.6772
H -8.5534 -1.0608 -0.8387
H -8.5097 -0.0278 -2.1386
H -7.8427 1.2146 -0.0834
H -6.6568 1.3890 -1.3557
H -4.6945 1.7388 -0.0342
H -4.6400 0.8159 1.4190
H -5.9044 1.8967 1.3039
C 6.4036 0.5787 3.0640
C 6.0637 -0.4219 1.9742
N 7.2215 -1.1373 1.2078
C 7.7517 -2.2223 2.1941
C 6.5898 -1.7958 -0.1290
C 7.6066 -2.6531 -0.9411
C 8.4342 -0.1537 0.8909
C 8.1192 0.8882 -0.1939
O 7.0695 1.7461 0.2619
C 6.8270 2.7103 -0.7899
H 7.0028 1.3996 2.6700
H 7.0688 0.0504 3.7470
H 5.5576 0.9923 3.6128
H 5.4509 0.1062 1.2437
H 5.5342 -1.2066 2.5146
H 8.1202 -1.7426 3.1009
H 8.6202 -2.6773 1.7179
H 6.9410 -2.9052 2.4479
H 6.0335 -1.0160 -0.6492
H 5.7072 -2.2967 0.2690
H 7.0341 -3.2926 -1.6130
H 8.3011 -3.2578 -0.3579
H 8.3199 -2.0167 -1.4648
H 9.2687 -0.7790 0.5734
H 8.7685 0.3286 1.8095
H 7.9964 0.3745 -1.1473
H 8.9842 1.5044 -0.4394
H 7.5987 3.4666 -0.9332
H 5.8537 3.1533 -0.5787
H 6.6187 2.2410 -1.7513
C -1.7130 3.0784 -3.4835
C -0.3669 3.7497 -3.9328
N 0.3886 3.0494 -5.0542
C 0.9257 1.7805 -4.4362
C -0.5250 2.6585 -6.2217
C -0.9841 3.9084 -6.9953
C 1.5619 4.0216 -5.4654
C 2.4522 3.4965 -6.6349
O 3.0886 2.2265 -6.4128
C 3.6966 1.7515 -7.5547
H -1.7027 2.0231 -3.2109
H -2.4173 3.1837 -4.3087
H -2.2266 3.4541 -2.5985
H 0.3251 3.7250 -3.0910
H -0.5354 4.7941 -4.1955
H 1.2475 1.1853 -5.2908
H 0.0654 1.2707 -4.0027
H 1.7813 1.9553 -3.7839
H -1.3070 2.0106 -5.8258
H 0.0240 1.9952 -6.8901
H -0.1249 4.3264 -7.5198
H -1.3704 4.5503 -6.2036
H -1.6263 3.8454 -7.8737
H 2.0926 4.2040 -4.5309
H 1.1296 4.9045 -5.9363
H 3.1265 4.3121 -6.8960
H 1.8547 3.3326 -7.5317
H 4.5194 2.4377 -7.7553
H 3.1762 1.7218 -8.5121
H 4.2004 0.7990 -7.3907
C -2.4951 -3.7482 7.5200
C -2.3947 -3.5316 5.9823
N -3.8507 -3.3554 5.3293
C -4.4596 -2.1284 6.0031
C -3.7274 -3.1105 3.8063
C -3.1074 -4.3181 2.9602
C -4.7878 -4.5910 5.5503
C -6.1399 -4.6770 4.8273
O -6.8718 -3.5249 4.9847
C -8.2530 -3.7146 4.6307
H -3.0205 -2.9191 7.9939
H -1.5005 -3.6648 7.9581
H -2.9727 -4.6372 7.9318
H -1.9273 -4.3316 5.4083
H -1.7912 -2.6577 5.7369
H -5.2596 -1.7708 5.3548
H -3.6682 -1.3918 6.1421
H -4.8790 -2.3926 6.9738
H -3.1864 -2.1777 3.6472
H -4.7093 -2.7825 3.4651
H -3.6699 -5.2501 2.9034
H -2.0574 -4.4634 3.2141
H -3.0558 -3.9670 1.9296
H -4.9436 -4.5735 6.6290
H -4.2106 -5.4650 5.2488
H -6.7012 -5.5919 5.0174
H -5.9139 -4.7840 3.7664
H -8.8608 -2.8575 4.9208
H -8.5310 -4.5880 5.2206
H -8.4858 -3.9664 3.5961
C -1.2163 7.1094 -2.0060
C -1.7534 5.9607 -1.1701
N -2.0783 6.2930 0.3206
C -3.2875 7.2706 0.1875
C -2.6988 4.9689 1.0358
C -1.8163 3.6991 0.8943
C -0.8081 6.8173 1.0285
C -1.0157 7.0061 2.6306
O -2.2237 7.5909 2.9413
C -2.3835 7.7002 4.3431
H -0.4690 7.6709 -1.4453
H -2.0408 7.7897 -2.2192
H -0.7452 6.7242 -2.9103
H -0.9605 5.2156 -1.2351
H -2.6121 5.4531 -1.6094
H -4.1231 6.9040 -0.4087
H -2.9464 8.1781 -0.3107
H -3.6528 7.3414 1.2121
H -3.6926 4.7760 0.6317
H -2.7923 5.2592 2.0822
H -0.8124 3.8915 1.2730
H -1.6518 3.4532 -0.1548
H -2.3067 2.8371 1.3464
H -0.5878 7.8061 0.6263
H -0.0030 6.1045 0.8501
H -0.1074 7.4794 3.0036
H -0.9410 6.0340 3.1180
H -1.5670 8.1423 4.9140
H -2.5178 6.7036 4.7638
H -3.2579 8.2925 4.6127
C 1.7617 -4.0710 0.5113
C 1.0056 -4.2576 -0.7688
C 1.3462 -3.3923 -1.9095
N 0.4964 -3.6482 -3.1687
C 0.8258 -5.0395 -3.7745
C 0.8526 -2.5969 -4.2851
C -0.5592 -1.8692 -4.6416
C -1.6164 -2.8451 -4.2530
C -0.9895 -3.3890 -2.9603
H 1.4109 -4.7801 1.2610
H 1.5105 -3.0468 0.7871
H 2.8279 -4.1549 0.3010
H -0.0756 -4.1345 -0.7054
H 1.1279 -5.3033 -1.0511
H 2.4074 -3.4008 -2.1582
H 1.1640 -2.3308 -1.7414
H 0.5267 -5.0437 -4.8227
H 0.2375 -5.7941 -3.2524
H 1.9098 -5.1276 -3.7018
H 1.1642 -3.1662 -5.1608
H 1.6940 -1.9436 -4.0537
H -0.6203 -1.5072 -5.6680
H -0.6399 -0.9793 -4.0174
H -1.7749 -3.5627 -5.0580
H -2.6671 -2.6822 -4.0128
H -1.5108 -4.2989 -2.6632
H -1.1182 -2.7173 -2.1116
C 2.5992 1.2128 3.4521
C 1.6328 0.8415 4.6139
C 2.4300 0.4375 5.9275
N 1.4799 0.1178 7.0464
C 0.7922 -1.2602 6.6620
C 2.1452 -0.0150 8.4855
C 1.1860 0.4997 9.4285
C -0.0600 0.9287 8.6490
C 0.3603 1.1770 7.2447
H 2.1745 1.5157 2.4950
H 3.2895 0.4229 3.1561
H 3.2493 2.0077 3.8177
H 1.0395 0.0811 4.1059
H 0.9503 1.6659 4.8205
H 3.0452 1.2162 6.3782
H 2.9724 -0.4706 5.6640
H 1.5502 -2.0360 6.5534
H 0.2066 -1.1139 5.7544
H 0.1316 -1.5377 7.4834
H 2.5264 -1.0325 8.5719
H 3.0021 0.6512 8.3863
H 1.0152 -0.0284 10.3666
H 1.6117 1.4078 9.8553
H -0.7831 0.1167 8.7254
H -0.4875 1.8538 9.0356
H -0.3885 1.0706 6.4597
H 0.9148 2.1153 7.2348
C 4.2391 5.5988 -1.8864
F 3.9158 6.3539 -2.9685
F 4.3164 4.3645 -2.3210
F 5.4195 5.9902 -1.2860
S 2.7113 5.6350 -0.6965
O 1.6459 6.1707 -1.5880
O 2.3771 4.2606 -0.2579
N 3.0326 6.8673 0.5245
S 3.2889 6.0960 1.7814
O 2.1079 5.4720 2.2958
O 4.5039 5.2330 1.6864
C 3.5803 7.5062 3.1678
F 4.8189 8.0366 2.9593
F 2.6514 8.4840 3.0243
F 3.3677 7.0524 4.4300
C -5.1390 -6.8225 -2.5795
F -4.5872 -7.9757 -2.8326
F -4.9741 -5.9971 -3.6201
F -6.3812 -7.0072 -2.3763
S -4.2596 -5.9871 -1.0037
O -3.5304 -4.8227 -1.5455
O -5.4012 -5.7211 -0.1431
N -3.3586 -7.2758 -0.2938
S -1.9811 -6.7654 -0.4279
O -1.5160 -6.6695 -1.7909
O -1.6661 -5.6383 0.4494
C -0.8363 -8.2275 0.2302
F -1.2384 -9.3411 -0.4210
F 0.4592 -7.9776 -0.0536
F -1.1069 -8.4196 1.5607
C 8.9853 -3.6687 -5.0977
F 8.8067 -3.2980 -3.7663
F 10.2948 -3.7001 -5.3234
F 8.4621 -4.9523 -5.2667
S 8.0189 -2.5113 -6.3045
O 8.7852 -1.2310 -6.2934
O 8.0513 -3.2454 -7.5625
N 6.4613 -2.5156 -5.6255
S 6.3929 -1.0829 -5.0058
O 7.3404 -0.8452 -3.8934
O 6.3790 -0.0282 -5.9752
C 4.5601 -0.8673 -4.1985
F 4.3768 -1.8776 -3.2754
F 4.5577 0.3185 -3.5621
F 3.5508 -0.9704 -5.1210
C -2.1505 -1.5704 0.6350
F -3.3949 -1.4878 1.0918
F -1.3182 -1.4231 1.6933
F -1.9633 -2.7995 0.2201
S -1.7889 -0.2547 -0.7640
O -2.4392 -0.6751 -1.9757
O -2.3238 0.9958 -0.2609
N -0.0734 -0.4196 -0.8838
S 0.4720 0.7839 -0.3671
O 0.2777 1.9989 -1.1914
O 0.0496 0.9716 1.0314
C 2.4463 0.3137 -0.3885
F 2.7183 -0.2650 -1.5456
F 3.0377 1.4628 -0.2438
F 2.9330 -0.4492 0.6840
*
```

Atomic partial charges in e from the Löwdin method, atoms 1 to 4:
1. C -0.03
2. C -0.09
3. N -0.21
4. C 0.03